Entry 1:
Molecular formula: C3H9NO2
Method: DFT, ωB97M-V/def2-TZVPD

Geometry (Å):
C1 -0.507 -0.254 -2.735
C2 0.574 -0.534 -1.732
O1 1.691 -0.141 -1.770
O2 0.154 -1.379 -0.761
H1 -1.249 -1.037 -2.603
H2 0.003 -0.394 -3.684
H3 -0.966 0.719 -2.610
H4 0.509 -1.342 0.136
C3 -0.239 0.171 2.586
N1 0.637 1.193 1.957
H5 -0.964 -0.285 1.899
H6 -0.860 0.666 3.322
H7 0.417 -0.616 2.944
H8 0.596 1.137 0.950
H9 0.204 2.093 2.100

Values from the calculation:
- M (u) = 91.11
- structure (SMILES) = CC(=O)O.CN
- Kohn-Sham gap (Ha) = 0.382
- F_max (eV/Å) = 1.8

=====

Entry 2:
Molecular formula: C32H48F6O26V2
Method: DFT, ωB97M-V/def2-TZVPD

Geometry (Å):
O1 -2.500 -5.530 -14.005
V1 -2.711 -4.070 -14.518
O2 -1.837 -3.166 -13.503
O3 -1.627 -0.270 -18.123
V2 -2.360 -1.634 -18.340
O4 -2.234 -2.063 -19.914
C1 -0.778 -3.811 -17.101
O5 -0.379 -2.738 -18.044
O6 -1.976 -3.303 -16.630
C2 -0.835 -5.217 -17.908
F1 -2.047 -5.727 -18.229
F2 -0.209 -4.917 -19.106
F3 -0.107 -6.143 -17.330
C3 0.976 -2.439 -18.039
C4 1.236 -1.323 -19.146
H1 0.803 -1.712 -20.067
H2 0.703 -0.401 -18.914
H3 2.305 -1.299 -19.355
H4 1.648 -3.262 -18.280
H5 1.466 -1.924 -17.213
H6 -0.127 -3.847 -16.227
C5 -5.697 -4.199 -14.025
O7 -4.936 -4.596 -15.196
O8 -4.833 -3.378 -13.306
C6 -7.217 -3.814 -14.137
F4 -7.467 -2.579 -14.542
F5 -7.875 -4.652 -15.064
F6 -7.866 -3.964 -12.959
C7 -5.483 -5.620 -16.003
C8 -4.203 -5.856 -16.780
H7 -3.866 -5.032 -17.408
H8 -3.380 -6.240 -16.178
H9 -4.397 -6.707 -17.432
H10 -6.270 -5.290 -16.681
H11 -5.598 -6.585 -15.510
H12 -5.638 -5.187 -13.570
C9 2.751 1.947 -15.961
C10 2.028 0.971 -15.042
C11 0.796 0.163 -15.269
O9 0.991 -1.145 -14.824
C12 2.317 -1.302 -14.673
O10 2.849 -2.294 -14.197
O11 2.998 -0.067 -14.853
H13 3.458 2.576 -15.419
H14 2.141 2.777 -16.317
H15 3.257 1.492 -16.812
H16 1.920 1.489 -14.090
H17 0.503 0.256 -16.314
H18 -0.048 0.624 -14.756
C13 1.256 -9.189 -20.471
C14 2.482 -8.893 -19.536
C15 2.085 -8.295 -18.190
O12 2.382 -9.347 -17.260
C16 3.137 -10.354 -17.825
O13 3.631 -11.246 -17.246
O14 3.180 -10.092 -19.199
H19 0.547 -9.952 -20.150
H20 1.788 -9.549 -21.352
H21 0.658 -8.306 -20.693
H22 3.227 -8.188 -19.903
H23 1.042 -7.979 -18.179
H24 2.644 -7.361 -18.127
C17 1.997 -5.965 -23.788
C18 1.641 -4.772 -22.860
C19 2.578 -4.646 -21.664
O15 3.019 -3.314 -21.675
C20 2.622 -2.655 -22.697
O16 2.710 -1.431 -22.895
O17 2.008 -3.583 -23.501
H25 1.280 -6.011 -24.608
H26 1.893 -6.932 -23.298
H27 3.012 -5.932 -24.183
H28 0.620 -4.666 -22.494
H29 3.398 -5.362 -21.725
H30 2.084 -4.878 -20.720
C21 0.207 -11.684 -15.046
C22 -0.943 -10.715 -15.219
C23 -0.451 -9.333 -14.847
O18 -1.020 -8.468 -15.888
C24 -1.511 -9.220 -16.869
O19 -2.000 -8.745 -17.873
O20 -1.305 -10.467 -16.602
H31 -0.047 -12.501 -15.722
H32 0.042 -11.998 -14.016
H33 1.223 -11.379 -15.295
H34 -1.913 -10.964 -14.790
H35 0.613 -9.134 -14.972
H36 -0.728 -9.026 -13.838
C25 -1.700 -0.313 -23.202
C26 -0.417 -0.111 -22.456
C27 0.473 0.973 -23.132
O21 1.098 1.621 -22.108
C28 0.570 1.300 -20.942
O22 1.135 1.640 -19.882
O23 -0.571 0.514 -21.169
H37 -1.546 -0.163 -24.270
H38 -2.422 0.444 -22.894
H39 -2.087 -1.321 -23.057
H40 0.194 -1.004 -22.326
H41 -0.186 1.713 -23.587
H42 1.217 0.662 -23.866
C29 5.350 0.325 -21.026
C30 5.466 1.803 -21.120
C31 4.619 2.619 -22.015
O24 3.683 3.417 -21.254
C32 4.010 3.220 -19.925
O25 3.503 3.621 -18.876
O26 4.954 2.245 -19.851
H43 5.638 -0.019 -22.019
H44 4.304 0.063 -20.868
H45 5.866 -0.117 -20.173
H46 6.521 2.035 -21.266
H47 4.179 1.985 -22.785
H48 5.256 3.403 -22.424

Values from the calculation:
- M (u) = 1064.59
- Kohn-Sham gap (Ha) = 0.197
- F_max (eV/Å) = 4.8

=====

Entry 3:
Molecular formula: BH22NO7
Method: DFT, ωB97M-V/def2-TZVPD

Geometry (Å):
N1 -0.492 0.781 -0.124
H1 -0.074 0.213 -0.733
H2 0.073 0.979 0.683
H3 -1.251 0.359 0.236
H4 -0.742 1.699 -0.539
B1 -1.662 -1.566 3.609
H5 -0.687 -1.173 4.239
H6 -2.741 -1.473 4.453
H7 -1.967 -0.787 2.713
H8 -1.399 -2.545 3.081
O1 0.582 -2.517 -2.340
H9 0.519 -3.068 -3.237
H10 0.096 -1.797 -2.593
O2 3.028 0.467 1.606
H11 3.406 1.195 1.677
H12 2.362 0.518 2.303
O3 -0.241 2.692 -2.874
H13 0.043 3.550 -2.622
H14 -1.195 3.043 -3.081
O4 2.308 0.449 -0.940
H15 2.647 -0.103 -1.692
H16 2.688 -0.063 -0.294
O5 0.127 0.075 -3.294
H17 0.995 0.102 -3.660
H18 0.166 0.952 -3.199
O6 -2.907 -1.298 -1.329
H19 -3.584 -0.657 -1.307
H20 -3.067 -1.728 -0.499
O7 1.202 0.563 3.033
H21 0.750 -0.189 3.369
H22 1.016 1.312 3.360

Values from the calculation:
- M (u) = 158.99
- Kohn-Sham gap (Ha) = 0.234
- F_max (eV/Å) = 11.9

=====

Entry 4:
Molecular formula: C29H57FNO40S9
Method: DFT, ωB97M-V/def2-TZVPD

Geometry (Å):
C1 4.840 1.873 0.038
C2 5.244 1.359 -1.355
C3 6.761 1.586 -1.558
C4 4.879 -0.101 -1.733
C5 4.403 -1.051 -0.634
C6 5.361 -1.151 0.580
C7 2.915 -0.857 -0.229
O1 2.359 0.317 -0.785
C8 1.338 0.920 -0.022
C9 1.625 2.454 0.114
O2 1.448 2.949 1.252
O3 1.974 3.028 -0.924
N1 0.068 0.714 -0.696
O4 -0.297 -0.650 -0.476
C10 -0.989 1.577 -0.162
C11 -1.264 2.694 -1.156
F1 -2.464 3.346 -0.835
H1 4.128 1.261 0.579
H2 5.739 1.935 0.667
H3 4.467 2.893 -0.036
H4 4.774 2.012 -2.094
H5 6.999 1.288 -2.580
H6 7.314 0.972 -0.843
H7 6.983 2.644 -1.443
H8 4.118 -0.087 -2.517
H9 5.758 -0.557 -2.204
H10 4.418 -2.057 -1.072
H11 6.312 -0.653 0.393
H12 4.905 -0.609 1.414
H13 5.485 -2.177 0.927
H14 2.331 -1.707 -0.606
H15 2.844 -0.902 0.864
H16 1.265 0.488 0.987
H17 -0.861 -0.907 -1.221
H18 -1.905 0.984 -0.092
H19 -0.777 1.959 0.841
H20 -0.445 3.413 -1.187
H21 -1.349 2.239 -2.146
C12 -4.375 -3.901 -1.073
C13 -3.218 -4.872 -1.101
O5 -2.535 -4.560 -2.332
S1 -2.668 -2.997 -2.636
O6 -1.494 -2.333 -2.196
O7 -3.155 -2.854 -3.961
O8 -3.842 -2.678 -1.609
H22 -5.187 -4.234 -1.723
H23 -4.758 -3.736 -0.075
H24 -3.542 -5.908 -1.096
H25 -2.531 -4.697 -0.272
C14 -5.426 -5.794 4.528
C15 -6.629 -5.128 3.894
O9 -6.092 -4.478 2.729
S2 -4.884 -5.332 2.141
O10 -5.371 -6.136 1.072
O11 -3.764 -4.481 1.980
O12 -4.651 -6.271 3.413
H26 -4.818 -5.081 5.087
H27 -5.699 -6.624 5.174
H28 -7.102 -4.400 4.545
H29 -7.370 -5.861 3.567
C16 7.445 6.874 -2.977
C17 8.234 6.642 -4.249
O13 9.057 5.498 -3.964
S3 8.269 4.513 -2.970
O14 7.654 3.497 -3.743
O15 9.114 4.226 -1.867
O16 7.143 5.539 -2.517
H30 8.022 7.367 -2.210
H31 6.529 7.425 -3.150
H32 8.851 7.489 -4.519
H33 7.575 6.387 -5.083
C18 -5.161 -4.935 -5.846
C19 -5.051 -6.402 -6.198
O17 -5.648 -7.077 -5.080
S4 -6.829 -6.180 -4.478
O18 -8.069 -6.634 -4.995
O19 -6.614 -6.051 -3.080
O20 -6.445 -4.814 -5.206
H34 -4.395 -4.633 -5.130
H35 -5.114 -4.290 -6.718
H36 -4.023 -6.727 -6.327
H37 -5.625 -6.646 -7.094
C20 6.408 9.575 1.401
C21 5.096 10.145 0.903
O21 5.469 10.941 -0.236
S5 6.720 10.267 -0.969
O22 6.244 9.493 -2.055
O23 7.725 11.256 -1.131
O24 7.145 9.277 0.208
H38 6.972 10.310 1.979
H39 6.276 8.673 1.992
H40 4.596 10.761 1.643
H41 4.419 9.358 0.565
C22 -6.960 -8.862 1.296
C23 -6.902 -10.317 0.885
O25 -7.556 -11.014 1.960
S6 -8.709 -10.095 2.569
O26 -9.957 -10.466 2.006
O27 -8.527 -10.020 3.977
O28 -8.252 -8.715 1.912
H42 -6.199 -8.624 2.041
H43 -6.865 -8.181 0.456
H44 -5.886 -10.680 0.763
H45 -7.465 -10.496 -0.033
C24 -11.807 -8.655 6.481
C25 -11.353 -8.396 5.061
O29 -12.079 -7.222 4.666
S7 -12.296 -6.272 5.934
O30 -11.295 -5.267 5.943
O31 -13.673 -5.950 6.023
O32 -11.928 -7.349 7.062
H46 -12.786 -9.137 6.507
H47 -11.094 -9.251 7.044
H48 -11.575 -9.222 4.392
H49 -10.286 -8.171 5.018
C26 -0.377 3.548 3.840
C27 -1.711 3.200 3.225
O33 -2.640 3.268 4.332
S8 -2.170 4.398 5.353
O34 -2.897 5.593 5.101
O35 -2.129 3.832 6.656
O36 -0.690 4.584 4.803
H50 0.051 2.701 4.377
H51 0.338 3.907 3.102
H52 -1.724 2.209 2.784
H53 -2.014 3.933 2.477
C28 11.912 11.094 -3.447
C29 12.132 9.697 -3.987
O37 11.631 8.839 -2.957
S9 10.398 9.545 -2.216
O38 9.195 9.051 -2.791
O39 10.634 9.527 -0.822
O40 10.650 11.025 -2.775
H54 12.677 11.366 -2.716
H55 11.876 11.845 -4.231
H56 13.178 9.478 -4.180
H57 11.550 9.523 -4.895

Values from the calculation:
- M (u) = 1367.34
- Kohn-Sham gap (Ha) = 0.224
- net charge = -1
- F_max (eV/Å) = 1.1

=====

Entry 5:
Molecular formula: C4H9N2S
Method: DFT, ωB97M-V/def2-TZVPD

Geometry (Å):
C1 -0.785 0.744 0.067
C2 -0.455 -0.700 -0.331
C3 1.968 -0.283 -0.518
C4 -2.253 1.043 0.217
N1 0.147 1.564 -0.060
N2 0.932 -1.050 0.143
S1 3.343 0.328 0.219
H1 -1.172 -1.514 0.104
H2 -0.618 -0.781 -1.477
H3 2.184 -0.345 -1.572
H4 -2.719 1.142 -0.763
H5 -2.357 2.020 0.680
H6 -3.013 0.414 0.879
H7 0.870 -0.690 1.127
H8 1.124 -2.008 -0.043
H9 2.804 0.115 1.329

Values from the calculation:
- M (u) = 117.20
- Kohn-Sham gap (alpha / beta) (Ha) = 0.343 / 0.280
- net charge = +1
- F_max (eV/Å) = 3.2

=====

Entry 6:
Molecular formula: C20H30F6O15V
Method: DFT, ωB97M-V/def2-TZVPD

Geometry (Å):
O1 11.333 -31.894 -20.232
V1 10.008 -32.703 -20.299
O2 9.202 -32.402 -18.948
C1 9.504 -29.965 -26.001
O3 8.582 -29.804 -27.021
O4 8.744 -30.628 -25.025
C2 10.817 -30.605 -26.559
F1 10.593 -31.479 -27.601
F2 11.760 -29.619 -26.970
F3 11.454 -31.408 -25.667
C3 8.922 -29.120 -28.254
C4 7.832 -29.218 -29.271
H1 6.798 -29.001 -29.002
H2 7.963 -28.806 -30.271
H3 7.821 -30.272 -29.550
H4 9.766 -29.496 -28.832
H5 9.200 -28.069 -28.174
H6 9.823 -28.977 -25.669
C5 11.709 -37.125 -19.692
O5 11.943 -36.082 -18.835
O6 10.653 -36.574 -20.374
C6 12.982 -37.673 -20.509
F4 14.151 -37.292 -19.936
F5 13.010 -38.977 -20.667
F6 13.034 -37.174 -21.742
C7 12.303 -36.412 -17.491
C8 12.698 -35.089 -16.857
H7 13.747 -34.868 -17.052
H8 12.197 -34.165 -17.147
H9 12.656 -35.116 -15.768
H10 13.098 -37.139 -17.322
H11 11.404 -36.714 -16.954
H12 11.339 -38.005 -19.166
C9 11.842 -20.516 -19.867
C10 12.594 -21.665 -20.633
C11 13.974 -22.253 -20.159
O7 13.641 -23.580 -19.881
C12 12.415 -23.978 -20.191
O8 11.917 -25.102 -20.126
O9 11.792 -22.880 -20.694
H13 10.971 -21.092 -19.556
H14 11.569 -19.631 -20.441
H15 12.464 -20.246 -19.014
H16 12.670 -21.274 -21.648
H17 14.186 -21.691 -19.249
H18 14.786 -22.412 -20.869
C13 16.638 -28.144 -15.932
C14 17.590 -28.914 -16.792
C15 17.036 -29.586 -18.013
O10 17.826 -29.123 -19.045
C16 18.544 -28.120 -18.641
O11 19.225 -27.418 -19.393
O12 18.549 -28.045 -17.324
H19 16.212 -27.305 -16.484
H20 17.231 -27.739 -15.112
H21 15.938 -28.936 -15.666
H22 18.190 -29.637 -16.241
H23 16.011 -29.230 -18.118
H24 16.853 -30.654 -17.893
C17 3.977 -33.750 -14.080
C18 5.187 -33.604 -13.268
C19 6.200 -32.490 -13.749
O13 6.499 -31.868 -12.468
C20 5.657 -32.188 -11.519
O14 5.701 -31.717 -10.314
O15 4.875 -33.337 -11.941
H25 3.577 -34.764 -14.049
H26 4.308 -33.726 -15.118
H27 3.265 -32.981 -13.781
H28 5.861 -34.458 -13.325
H29 5.593 -32.030 -14.528
H30 7.035 -32.989 -14.241

Values from the calculation:
- M (u) = 675.38
- Kohn-Sham gap (Ha) = 0.106
- net charge = -1
- F_max (eV/Å) = 7.1

=====

Entry 7:
Molecular formula: C5H14BMgO3P2
Method: DFT, ωB97M-V/def2-TZVPD

Geometry (Å):
C1 0.517 -2.110 -1.419
P1 -1.190 -1.478 -1.360
C2 -2.034 -2.347 -0.008
B1 -1.399 0.521 -1.205
O1 -0.741 1.334 -2.183
C3 0.485 1.706 -1.582
C4 0.113 1.861 -0.105
P2 1.429 1.324 1.063
C5 0.482 1.023 2.572
O2 1.820 -0.172 0.602
O3 -0.993 1.029 0.084
H1 1.190 -1.419 -1.903
H2 0.870 -2.409 -0.442
H3 0.482 -3.018 -2.017
H4 -2.991 -2.678 -0.388
H5 -2.157 -1.735 0.876
H6 -1.452 -3.224 0.247
H7 -2.610 0.642 -1.302
H8 0.934 2.575 -2.038
H9 1.178 0.870 -1.723
H10 -0.162 2.899 0.074
H11 0.571 1.916 3.180
H12 -0.565 0.806 2.388
H13 0.897 0.186 3.126
H14 2.565 -0.145 -0.024
Mg1 2.760 2.045 3.486

Values from the calculation:
- M (u) = 219.23
- Kohn-Sham gap (Ha) = 0.091
- net charge = +1
- F_max (eV/Å) = 3.3

=====

Entry 8:
Molecular formula: C2H3N3O
Method: DFT, ωB97M-V/def2-TZVPD

Geometry (Å):
O1 -1.036 -1.865 -0.828
C1 -0.377 -0.913 -0.128
N1 -1.158 0.250 0.777
C2 -0.266 1.134 0.919
N2 1.079 0.697 -0.003
N3 0.804 -0.533 -0.423
H1 -0.993 -1.632 -1.776
H2 -0.171 2.131 1.382
H3 2.118 0.729 0.080

Values from the calculation:
- M (u) = 85.07
- structure (SMILES) = Oc1nc[nH]n1
- Kohn-Sham gap (Ha) = 0.365
- F_max (eV/Å) = 3.7

=====

Entry 9:
Molecular formula: C13H25N3O11P
Method: DFT, ωB97M-V/def2-TZVPD

Geometry (Å):
O1 -4.118 2.239 1.282
O2 3.408 3.496 -0.442
O3 -2.592 -1.467 -2.154
O4 -3.228 -1.579 2.198
O5 0.418 0.434 2.404
O6 -0.402 -1.809 -1.973
O7 3.098 2.922 -2.979
O8 1.668 -1.724 -0.490
O9 2.333 0.431 3.853
O10 2.092 -1.417 2.092
O11 2.678 0.963 1.263
C1 -3.056 1.925 1.805
C2 2.631 2.559 -0.629
C3 -1.480 -1.283 -1.614
C4 -3.255 -1.367 0.987
N1 -3.824 -2.245 0.155
N2 2.440 2.166 -1.961
N3 -2.299 0.911 1.407
C5 -2.516 2.732 2.961
C6 1.894 1.967 0.586
C7 -4.424 -3.513 0.561
C8 2.800 -2.038 -1.301
C9 1.619 1.024 -2.383
C10 3.395 -0.788 -1.962
C11 2.469 -0.100 -2.986
C12 -1.372 -0.323 -0.430
C13 -2.653 -0.075 0.378
P1 1.858 0.115 2.384
H1 3.674 3.586 -2.546
H2 0.847 -1.768 -1.077
H3 1.646 -0.052 4.326
H4 1.824 -1.505 1.147
H5 -3.726 -2.052 -0.842
H6 -1.449 0.720 1.930
H7 -2.498 2.102 3.847
H8 -3.162 3.593 3.125
H9 -1.506 3.058 2.727
H10 0.925 1.580 0.265
H11 1.686 2.787 1.281
H12 -5.306 -3.319 1.173
H13 -3.703 -4.084 1.148
H14 -4.705 -4.085 -0.323
H15 3.567 -2.500 -0.671
H16 2.511 -2.768 -2.065
H17 1.043 0.603 -1.562
H18 0.899 1.369 -3.131
H19 3.707 -0.082 -1.187
H20 4.301 -1.100 -2.490
H21 1.807 -0.845 -3.441
H22 3.080 0.322 -3.790
H23 -1.032 0.639 -0.815
H24 -0.614 -0.706 0.252
H25 -3.399 0.350 -0.295

Values from the calculation:
- M (u) = 430.33
- Kohn-Sham gap (Ha) = 0.324
- net charge = -1
- F_max (eV/Å) = 2.7